The following is a DFT calculation (ωB97M-V/def2-TZVPD) of a structure of composition C52H59GaNO4 at a distorted geometry.

Properties
- electronic energy (eV) = -116934.61482
- frontier orbital gap (Ha) = 0.2727
- HOMO energy (eV) = -5.29
- charge = -1

XYZ file:
```
117
Properties=species:S:1:pos:R:3:mulliken_charge:R:1
O -3.53 2.13 3.57 -0.45
N -2.56 1.46 3.21 0.32
O -3.01 0.52 2.34 -0.37
Ga -2.60 1.10 0.56 0.44
O -2.98 2.97 0.33 -0.66
C -0.63 0.60 0.12 -0.67
C 0.35 0.48 1.43 -0.48
C 1.16 1.86 1.81 -0.02
C 0.26 3.22 1.60 0.05
O 0.96 4.47 1.97 -0.60
H -3.64 0.29 -0.40 -0.25
H -2.45 3.52 1.00 0.26
H -0.27 1.36 -0.70 0.18
H -0.68 -0.50 -0.35 0.27
H 1.17 -0.35 1.17 0.25
H -0.28 0.18 2.37 0.20
H 2.19 1.97 1.26 0.11
H 1.42 1.78 2.97 0.01
H -0.68 3.13 2.33 -0.21
H -0.14 3.37 0.50 0.32
H 0.22 5.18 1.95 0.33
C -5.99 -0.99 -5.09 -0.37
C -7.10 -0.26 -4.65 -0.38
C -6.95 0.69 -3.65 -0.40
C -5.69 0.93 -3.09 -0.43
C -4.59 0.20 -3.53 -0.56
C -4.74 -0.76 -4.53 -0.17
H -6.11 -1.74 -5.86 0.36
H -8.08 -0.44 -5.09 0.34
H -7.81 1.26 -3.30 0.35
H -5.58 1.68 -2.31 0.43
H -3.61 0.39 -3.10 0.38
H -3.88 -1.33 -4.86 0.51
C 5.98 0.28 4.45 -0.59
C 5.68 1.37 3.63 -0.42
C 5.08 1.16 2.39 -0.40
C 4.77 -0.13 1.97 -0.28
C 5.07 -1.22 2.79 -0.36
C 5.67 -1.01 4.03 -0.21
H 6.45 0.44 5.42 0.36
H 5.92 2.38 3.96 0.37
H 4.85 2.01 1.75 0.37
H 4.30 -0.29 1.01 0.39
H 4.82 -2.23 2.47 0.34
H 5.91 -1.86 4.67 0.43
C -2.07 -1.41 -7.67 0.23
C -2.93 -0.31 -7.59 -0.13
C -2.93 0.64 -8.60 -0.58
C -2.08 0.50 -9.70 -0.18
C -1.23 -0.60 -9.78 -0.72
C -1.22 -1.55 -8.76 -0.32
H -2.07 -2.16 -6.88 0.07
H -3.60 -0.21 -6.74 0.11
H -3.60 1.50 -8.54 0.37
H -2.09 1.24 -10.49 0.41
H -0.57 -0.71 -10.64 0.35
H -0.55 -2.40 -8.82 0.32
C 1.69 2.23 7.41 -0.41
C 0.80 1.51 8.21 -0.35
C -0.49 1.25 7.76 -0.35
C -0.89 1.70 6.50 -0.66
C 0.00 2.42 5.70 -0.19
C 1.29 2.68 6.16 -0.46
H 2.70 2.43 7.77 0.36
H 1.12 1.15 9.19 0.37
H -1.19 0.70 8.38 0.49
H -1.90 1.50 6.14 0.40
H -0.31 2.77 4.72 0.36
H 1.98 3.24 5.54 0.43
C -0.09 6.31 -11.71 -0.38
C 0.29 5.16 -11.02 -0.41
C -0.67 4.22 -10.66 -0.30
C -2.01 4.42 -11.00 -0.13
C -2.39 5.57 -11.70 -0.52
C -1.43 6.52 -12.05 -0.31
H 0.66 7.05 -11.99 0.34
H 1.33 5.00 -10.77 0.35
H -0.37 3.32 -10.12 0.39
H -2.75 3.68 -10.73 0.29
H -3.43 5.72 -11.96 0.34
H -1.72 7.42 -12.58 0.34
C -0.17 -6.47 -3.96 -0.35
C -1.03 -5.37 -3.89 -0.55
C -1.03 -4.41 -4.90 -0.23
C -0.18 -4.56 -6.00 0.00
C 0.67 -5.66 -6.08 -0.44
C 0.68 -6.61 -5.06 -0.37
H -0.17 -7.21 -3.17 0.35
H -1.69 -5.26 -3.03 0.37
H -1.69 -3.55 -4.83 0.39
H -0.19 -3.81 -6.79 0.14
H 1.34 -5.77 -6.93 0.34
H 1.35 -7.46 -5.12 0.35
C -2.19 0.21 12.36 -0.49
C -2.13 1.08 11.26 -0.14
C -3.30 1.67 10.78 -0.49
C -4.52 1.41 11.39 -0.35
C -4.58 0.55 12.49 -0.40
C -3.41 -0.05 12.97 -0.30
H -1.28 -0.25 12.73 0.34
H -1.18 1.29 10.79 0.40
H -3.25 2.34 9.92 0.39
H -5.43 1.87 11.02 0.36
H -5.53 0.34 12.97 0.34
H -3.46 -0.73 13.82 0.35
C 8.99 -4.50 4.29 -0.56
C 9.37 -5.65 4.98 -0.31
C 8.41 -6.59 5.34 -0.39
C 7.07 -6.39 5.00 -0.40
C 6.70 -5.24 4.31 -0.29
C 7.65 -4.29 3.96 -0.15
H 9.74 -3.76 4.01 0.36
H 10.42 -5.81 5.24 0.34
H 8.71 -7.49 5.89 0.34
H 6.33 -7.13 5.28 0.35
H 5.65 -5.09 4.04 0.35
H 7.36 -3.39 3.42 0.36
```